<P>
Formula: H22O11
Source: the Open Molecules 2025 dataset
Level of theory: wB97M-V/def2-TZVPD

Each line ends with the Mulliken charge.
Element x y z (Å)
O (1.56, 2.99, -1.42)  -0.638
H (0.71, 3.44, -1.10)  0.377
H (2.30, 3.53, -1.16)  0.268
O (1.55, -0.86, 2.06)  -0.582
H (1.97, -1.46, 1.41)  0.332
H (1.81, -1.19, 2.94)  0.277
O (-0.68, -3.42, 0.70)  -0.694
H (-0.94, -3.21, -0.22)  0.293
H (0.21, -3.10, 0.67)  0.376
O (-0.33, 4.20, 0.00)  -0.726
H (-1.20, 4.08, -0.39)  0.356
H (-0.22, 3.46, 0.63)  0.390
O (-1.77, -1.42, 2.61)  -0.647
H (-1.12, -2.01, 2.14)  0.387
H (-1.32, -0.88, 3.29)  0.281
O (1.98, -2.49, -0.24)  -0.642
H (1.97, -1.71, -0.84)  0.369
H (2.66, -3.09, -0.58)  0.289
O (-2.42, 2.16, -1.32)  -0.652
H (-1.54, 1.93, -1.58)  0.298
H (-2.60, 1.54, -0.58)  0.369
O (0.43, 1.63, 1.21)  -0.645
H (-0.39, 1.11, 1.29)  0.300
H (1.08, 1.07, 1.67)  0.263
O (-1.65, -0.23, -0.10)  -0.476
H (-2.16, -0.78, 0.58)  0.287
H (-1.39, -0.88, -0.75)  0.274
O (-0.85, -2.21, -2.13)  -0.722
H (-1.46, -1.66, -2.70)  0.314
H (0.00, -1.75, -2.07)  0.308
O (1.17, 0.02, -1.44)  -0.564
H (0.98, 0.53, -0.66)  0.337
H (1.69, 0.65, -1.91)  0.244

Results
* E_HOMO: -10.9 eV
* molecular weight: 198.2 u
* E_LUMO: -0.01 eV
* gap between HOMO and LUMO: 0.3995 Eh
* SMILES: O.O.O.O.O.O.O.O.O.O.O

=====

<Q>
Formula: H22O11
Source: the Open Molecules 2025 dataset
Level of theory: wB97M-V/def2-TZVPD

Each line ends with the Mulliken charge.
Element x y z (Å)
H (0.70, 1.40, -1.38)  0.397
H (-0.46, 0.50, -1.76)  0.168
H (-0.27, -3.75, -0.92)  0.280
H (-0.29, -2.23, -0.81)  0.286
H (-3.04, -1.63, 0.95)  0.345
H (-2.18, -0.47, 1.41)  0.251
H (-2.23, -3.12, -1.70)  0.359
H (-2.17, -1.87, -0.83)  0.330
H (-1.93, 1.91, -1.93)  0.280
H (-2.92, 1.58, -0.83)  0.320
H (4.23, -1.31, 0.50)  0.285
H (3.87, 0.17, 0.53)  0.323
H (3.29, -0.17, -2.24)  0.300
H (1.87, -0.17, -2.77)  0.284
H (-0.59, 2.74, -0.12)  0.280
H (-0.05, 4.16, -0.18)  0.306
H (-0.60, 0.93, 3.17)  0.323
H (-1.99, 1.30, 2.67)  0.307
H (1.02, -1.28, 1.82)  0.260
H (1.32, -1.42, 3.31)  0.276
H (1.44, 0.04, 0.53)  0.411
H (1.48, 1.51, 0.93)  0.187
O (0.17, 0.67, -1.05)  -0.545
O (-0.83, -3.01, -0.64)  -0.622
O (-2.89, -0.69, 0.80)  -0.603
O (-2.64, -2.71, -0.93)  -0.651
O (-2.71, 2.25, -1.48)  -0.593
O (3.88, -0.60, -0.05)  -0.592
O (2.68, 0.35, -2.77)  -0.621
O (-0.60, 3.54, -0.66)  -0.587
O (-1.13, 1.68, 2.87)  -0.608
O (1.61, -0.96, 2.51)  -0.554
O (1.96, 0.67, 1.04)  -0.580

Results
* E_HOMO: -9.3 eV
* molecular weight: 198.2 u
* E_LUMO: -0.42 eV
* gap between HOMO and LUMO: 0.3253 Eh
* SMILES: O.O.O.O.O.O.O.O.O.O.O

=====

The structure with the greatest stability is <P>.

=====

<P>
Formula: H22O11
Source: the Open Molecules 2025 dataset
Level of theory: wB97M-V/def2-TZVPD

Each line ends with the Mulliken charge.
Element x y z (Å)
O (2.50, -1.16, -0.40)  -0.635
H (2.19, -0.51, -0.98)  0.354
H (2.37, -0.88, 0.47)  0.366
O (-3.07, -2.32, -0.78)  -0.603
H (-2.15, -2.17, -1.08)  0.361
H (-3.50, -2.77, -1.51)  0.244
O (-2.85, 1.08, -1.02)  -0.623
H (-2.68, 1.19, -1.94)  0.304
H (-1.98, 0.80, -0.72)  0.330
O (-3.34, -2.43, 2.04)  -0.648
H (-2.91, -1.59, 1.95)  0.270
H (-3.63, -2.53, 1.12)  0.356
O (-1.70, 0.30, 2.36)  -0.654
H (-2.07, 1.14, 2.11)  0.326
H (-0.90, 0.51, 2.81)  0.270
O (-0.13, -2.59, -1.07)  -0.692
H (0.42, -2.62, -1.88)  0.315
H (0.02, -1.73, -0.70)  0.516
O (-0.35, -0.13, 0.03)  -0.631
H (-0.83, -0.16, 0.88)  0.398
H (0.44, 0.37, 0.20)  0.230
O (1.41, 1.84, 0.35)  -0.687
H (0.73, 2.37, 0.81)  0.316
H (2.20, 2.02, 0.84)  0.250
O (2.22, 3.25, -1.71)  -0.645
H (1.93, 2.63, -1.04)  0.322
H (3.15, 3.46, -1.47)  0.322
O (1.78, 0.45, -2.33)  -0.655
H (2.51, 1.04, -1.98)  0.383
H (1.02, 1.07, -2.39)  0.308
O (2.47, -0.32, 2.23)  -0.662
H (1.90, -0.06, 2.98)  0.313
H (2.85, 0.47, 1.83)  0.281

Results
* E_HOMO: -10.1 eV
* molecular weight: 198.2 u
* E_LUMO: -1.27 eV
* gap between HOMO and LUMO: 0.3234 Eh
* SMILES: O.O.O.O.O.O.O.O.O.O.O

=====

<Q>
Formula: H22O11
Source: the Open Molecules 2025 dataset
Level of theory: wB97M-V/def2-TZVPD

Each line ends with the Mulliken charge.
Element x y z (Å)
O (0.22, 0.61, -4.01)  -0.645
H (1.14, 0.36, -3.88)  0.319
H (-0.03, 1.01, -3.17)  0.339
O (-0.50, 0.36, 0.39)  -0.570
H (0.13, 0.21, 1.10)  0.296
H (0.00, 0.86, -0.26)  0.300
O (0.10, 2.66, -1.16)  -0.605
H (0.55, 3.42, -1.54)  0.301
H (-0.73, 3.01, -0.83)  0.262
O (-1.97, -1.90, -0.52)  -0.663
H (-1.84, -1.35, -1.30)  0.287
H (-2.51, -2.62, -0.83)  0.262
O (3.14, 2.91, -1.28)  -0.612
H (2.24, 2.59, -1.16)  0.389
H (3.64, 2.15, -1.56)  0.279
O (-2.14, 2.76, 0.68)  -0.693
H (-1.64, 1.97, 0.88)  0.391
H (-2.82, 2.46, 0.08)  0.317
O (0.04, -3.02, 0.74)  -0.704
H (-0.74, -3.49, 1.01)  0.291
H (-0.29, -2.28, 0.22)  0.479
O (2.45, 0.10, -0.90)  -0.598
H (3.39, 0.05, -1.03)  0.266
H (2.32, -0.14, 0.02)  0.393
O (-3.67, -0.11, 1.13)  -0.625
H (-3.54, -0.29, 2.06)  0.326
H (-2.96, -0.57, 0.69)  0.331
O (-0.34, -2.37, 3.60)  -0.633
H (0.00, -1.86, 2.87)  0.321
H (0.29, -3.08, 3.72)  0.318
O (1.90, -1.13, 1.55)  -0.755
H (1.37, -1.87, 1.26)  0.345
H (2.81, -1.43, 1.43)  0.292

Results
* E_HOMO: -11.1 eV
* molecular weight: 198.2 u
* E_LUMO: -0.05 eV
* gap between HOMO and LUMO: 0.4045 Eh
* SMILES: O.O.O.O.O.O.O.O.O.O.O

=====

<R>
Formula: H22O11
Source: the Open Molecules 2025 dataset
Level of theory: wB97M-V/def2-TZVPD

Each line ends with the Mulliken charge.
Element x y z (Å)
H (-0.67, 1.01, 0.22)  0.242
H (0.40, -0.05, 0.40)  0.240
H (0.19, -4.07, 0.97)  0.324
H (-0.04, -4.91, -0.27)  0.292
H (0.65, 3.68, -0.19)  0.266
H (1.53, 2.55, -0.69)  0.266
H (-2.14, 0.00, 3.67)  0.314
H (-1.70, -1.09, 4.63)  0.317
H (-1.39, 4.11, -2.89)  0.310
H (-2.05, 3.56, -1.64)  0.301
H (3.88, -1.09, 3.18)  0.300
H (2.82, -2.17, 3.38)  0.296
H (-2.28, 0.22, -2.50)  0.285
H (-2.41, -1.01, -3.39)  0.298
H (0.65, -1.28, -2.29)  0.309
H (0.67, -2.80, -2.27)  0.294
H (-0.55, 1.59, 3.28)  0.282
H (0.92, 1.51, 2.88)  0.256
H (-1.08, 2.15, -5.16)  0.295
H (-0.24, 1.39, -4.14)  0.323
H (2.19, -1.73, 0.33)  0.302
H (1.51, -3.09, 0.23)  0.386
O (0.28, 0.89, 0.26)  -0.483
O (0.13, -4.01, 0.01)  -0.634
O (0.86, 2.76, -0.02)  -0.547
O (-2.33, -0.36, 4.54)  -0.629
O (-1.50, 4.29, -1.95)  -0.612
O (2.92, -1.22, 3.26)  -0.589
O (-2.03, -0.71, -2.55)  -0.574
O (1.03, -2.04, -2.74)  -0.630
O (0.13, 0.97, 2.99)  -0.544
O (-1.07, 1.87, -4.23)  -0.607
O (1.47, -2.25, 0.71)  -0.652

Results
* E_HOMO: -9.7 eV
* molecular weight: 198.2 u
* E_LUMO: 0.23 eV
* gap between HOMO and LUMO: 0.3654 Eh
* SMILES: O.O.O.O.O.O.O.O.O.O.O

=====

The structure with the greatest stability is <Q>.

=====

<P>
Formula: H22O11
Source: the Open Molecules 2025 dataset
Level of theory: wB97M-V/def2-TZVPD

Each line ends with the Mulliken charge.
Element x y z (Å)
O (-11.28, -7.69, -15.85)  -0.671
H (-11.20, -8.63, -15.65)  0.320
H (-11.52, -7.28, -15.00)  0.417
O (-12.14, -7.26, -13.27)  -0.659
H (-12.81, -7.90, -13.54)  0.309
H (-12.10, -7.33, -12.31)  0.297
O (-8.39, -0.40, -12.79)  -0.587
H (-9.00, 0.29, -12.49)  0.279
H (-8.45, -1.07, -12.09)  0.355
O (-11.98, -1.08, -12.62)  -0.620
H (-11.79, -1.46, -13.49)  0.368
H (-12.44, -1.77, -12.14)  0.263
O (-11.02, -3.64, -9.92)  -0.617
H (-11.87, -3.17, -9.88)  0.293
H (-11.19, -4.48, -9.47)  0.276
O (-8.43, -4.45, -16.58)  -0.696
H (-8.32, -5.35, -16.22)  0.413
H (-9.38, -4.30, -16.59)  0.268
O (-8.78, -6.83, -15.12)  -0.691
H (-9.74, -6.71, -15.25)  0.338
H (-8.66, -6.90, -14.16)  0.318
O (-8.18, -2.16, -14.99)  -0.613
H (-7.90, -2.98, -15.44)  0.360
H (-8.91, -2.43, -14.42)  0.304
O (-8.03, -4.74, -11.51)  -0.658
H (-7.33, -4.55, -12.15)  0.319
H (-8.23, -3.88, -11.10)  0.392
O (-10.61, -3.37, -13.88)  -0.558
H (-10.56, -3.23, -12.93)  0.299
H (-11.01, -4.24, -13.98)  0.243
O (-8.67, -2.20, -10.60)  -0.724
H (-9.58, -2.47, -10.36)  0.351
H (-8.25, -2.02, -9.75)  0.311

Results
* E_HOMO: -9.3 eV
* molecular weight: 198.2 u
* E_LUMO: -0.71 eV
* gap between HOMO and LUMO: 0.3158 Eh
* SMILES: O.O.O.O.O.O.O.O.O.O.O

=====

<Q>
Formula: H22O11
Source: the Open Molecules 2025 dataset
Level of theory: wB97M-V/def2-TZVPD

Each line ends with the Mulliken charge.
Element x y z (Å)
H (-0.48, -1.19, 0.09)  0.398
H (0.69, -0.54, 0.82)  0.279
H (-4.51, 1.35, 0.79)  0.252
H (-3.07, 0.88, 0.75)  0.442
H (1.01, -1.93, -1.70)  0.291
H (1.82, -3.11, -1.20)  0.292
H (-0.29, 4.31, -2.00)  0.316
H (-0.61, 2.85, -2.30)  0.325
H (2.00, 1.06, -2.46)  0.312
H (1.65, 2.51, -2.20)  0.244
H (-4.43, -2.80, -0.25)  0.331
H (-3.35, -2.94, -1.30)  0.350
H (4.74, 0.98, 0.42)  0.294
H (3.35, 0.48, 0.06)  0.291
H (-4.28, 1.26, 2.50)  0.312
H (-3.66, -0.12, 2.38)  0.372
H (-2.07, -0.48, -0.44)  0.282
H (-3.28, -1.40, -0.34)  0.274
H (2.04, 2.19, 1.60)  0.318
H (2.88, 1.64, 2.74)  0.309
H (5.54, -2.10, 0.81)  0.307
H (4.05, -2.42, 0.89)  0.320
O (0.23, -0.54, -0.03)  -0.562
O (-3.91, 0.80, 0.28)  -0.662
O (1.89, -2.18, -1.42)  -0.579
O (-0.99, 3.73, -2.35)  -0.626
O (1.93, 1.71, -1.75)  -0.555
O (-3.90, -3.46, -0.71)  -0.594
O (3.89, 0.75, 0.81)  -0.601
O (-3.43, 0.81, 2.49)  -0.724
O (-2.35, -1.34, -0.10)  -0.733
O (2.02, 2.03, 2.55)  -0.646
O (4.89, -2.78, 0.59)  -0.628

Results
* E_HOMO: -10.9 eV
* molecular weight: 198.2 u
* E_LUMO: 0.01 eV
* gap between HOMO and LUMO: 0.3997 Eh
* SMILES: O.O.O.O.O.O.O.O.O.O.O

=====

The structure with the greatest stability is <P>.

=====

<P>
Formula: C4H14N2O
Source: the Open Molecules 2025 dataset
Level of theory: wB97M-V/def2-TZVPD

Each line ends with the Mulliken charge.
Element x y z (Å)
N (1.03, -0.20, 0.82)  -0.486
C (-1.47, 1.36, 1.08)  -0.581
C (-0.73, 1.22, -0.26)  -0.838
C (0.20, 0.00, -0.31)  0.389
C (1.06, 0.00, -1.63)  -0.960
N (1.91, -1.15, -1.78)  -0.481
H (1.27, -1.15, 1.03)  0.218
H (1.86, 0.35, 0.79)  0.241
H (-1.82, 0.44, 1.52)  -0.182
H (-0.85, 1.90, 1.80)  0.266
H (-2.34, 1.98, 0.89)  0.373
H (-0.10, 2.11, -0.40)  0.305
H (-1.45, 1.28, -1.08)  0.389
H (-0.50, -0.82, -0.53)  0.315
H (0.43, 0.28, -2.49)  0.341
H (1.71, 0.87, -1.48)  0.323
H (1.48, -2.06, -1.64)  0.204
H (2.37, -1.17, -2.68)  0.211
H (-0.64, -1.97, 1.83)  0.330
H (-2.01, -1.26, 2.16)  0.265
O (-1.41, -2.01, 2.37)  -0.642

Results
* E_HOMO: -9.2 eV
* molecular weight: 106.2 u
* E_LUMO: 0.90 eV
* gap between HOMO and LUMO: 0.3718 Eh
* SMILES: CC[C@H](N)CN.O

=====

<Q>
Formula: C4H14N2O
Source: the Open Molecules 2025 dataset
Level of theory: wB97M-V/def2-TZVPD

Each line ends with the Mulliken charge.
Element x y z (Å)
N (-1.41, 1.60, 1.05)  -0.616
C (-1.44, 0.15, 0.81)  -0.634
C (-1.27, -0.36, -0.71)  -0.600
N (0.15, -0.71, -0.87)  0.065
C (0.15, -2.12, -1.52)  -0.861
C (0.91, 0.42, -1.36)  -0.866
H (-0.43, 1.54, 0.92)  0.199
H (-1.46, 1.80, 2.11)  0.281
H (-0.75, -0.49, 1.53)  0.232
H (-2.40, -0.18, 1.07)  0.499
H (-2.03, -1.27, -0.70)  0.334
H (-1.49, 0.54, -1.34)  0.349
H (0.98, -2.91, -1.15)  0.221
H (0.53, -1.92, -2.60)  0.235
H (-0.79, -2.61, -1.59)  0.350
H (1.95, 0.25, -0.80)  0.295
H (1.08, 0.60, -2.46)  0.300
H (0.52, 1.39, -0.72)  0.224
H (1.65, 1.69, 3.15)  0.325
H (2.93, 0.80, 2.49)  0.338
O (2.61, 1.80, 2.71)  -0.672

Results
* E_HOMO: -8.3 eV
* molecular weight: 106.2 u
* E_LUMO: 0.52 eV
* gap between HOMO and LUMO: 0.3236 Eh
* SMILES: CN(C)CCN.O

=====

<R>
Formula: C4H14N2O
Source: the Open Molecules 2025 dataset
Level of theory: wB97M-V/def2-TZVPD

Each line ends with the Mulliken charge.
Element x y z (Å)
C (1.60, 2.32, 1.76)  -0.886
N (1.34, 1.09, 1.15)  -0.346
C (0.08, 1.12, 0.25)  -0.573
C (-0.15, -0.30, -0.32)  -0.453
N (-0.63, -1.31, 0.69)  -0.376
C (-1.24, -2.48, 0.10)  -1.007
H (1.56, 3.06, 1.05)  0.381
H (2.65, 2.33, 2.16)  0.291
H (1.21, 2.50, 2.82)  0.249
H (1.11, 0.38, 1.91)  0.200
H (-0.84, 1.53, 0.71)  0.314
H (0.25, 1.74, -0.62)  0.415
H (-0.72, -0.41, -1.22)  0.290
H (0.94, -0.62, -0.54)  0.265
H (0.08, -1.63, 1.36)  0.254
H (-1.47, -3.16, 1.26)  0.242
H (-2.16, -2.15, -0.22)  0.441
H (-0.56, -3.11, -0.48)  0.301
H (-1.09, 0.22, -3.40)  0.308
H (-0.61, -0.77, -4.37)  0.306
O (-1.36, -0.36, -4.06)  -0.616

Results
* E_HOMO: -8.7 eV
* molecular weight: 106.2 u
* E_LUMO: 0.86 eV
* gap between HOMO and LUMO: 0.3497 Eh

=====

The structure with the greatest stability is <P>.